# 1
Density functional theory data (ωB97M-V with the def2-TZVPD basis set) for a 2-piece molecular cluster, CH2NOP overall.

Geometry as XYZ:
```
6
Properties=species:S:1:pos:R:3:forces:R:3:mulliken_charge:R:1
C -0.895 1.332 -0.394 -0.8 -1.0 0.1 0.09
N 0.093 0.727 -0.268 0.6 0.2 0.1 -0.12
O -3.062 0.113 -0.229 1.1 0.7 -0.1 -0.18
P 1.389 -0.474 -0.358 -1.2 -0.2 0.6 0.00
H 1.980 -0.348 0.927 0.0 0.7 -0.1 0.10
H 0.495 -1.350 0.322 0.2 -0.4 -0.6 0.11
```
Forces are in eV/Å.

Highest occupied orbital energy in eV: -11.312



# 2
Density functional theory data (ωB97M-V with the def2-TZVPD basis set) for a 2-piece molecular cluster, C19H32N4O5S overall.

Geometry as XYZ:
```
61
Properties=species:S:1:pos:R:3:forces:R:3:mulliken_charge:R:1
O -3.818 2.608 4.319 0.4 0.3 -0.2 -0.62
O -1.377 3.078 -1.174 -0.7 -0.5 0.2 -0.65
O -0.273 1.495 2.460 -0.3 -0.4 -0.4 -0.73
O 1.823 -4.239 -4.595 0.6 0.8 2.2 -0.68
O 4.146 -4.141 -3.785 -1.9 0.6 1.4 -0.70
C -4.113 1.804 3.449 -0.7 0.3 1.4 0.73
C -0.972 4.089 -0.629 -1.5 -1.1 0.5 0.63
C -1.067 2.401 2.681 0.3 -0.6 -0.1 0.32
C 3.200 -0.188 -1.782 -0.4 -0.5 -0.3 -0.97
C 1.063 -0.183 -2.909 0.5 -0.4 0.1 -0.61
C 3.430 -1.496 -2.215 -0.1 -0.1 0.0 -0.30
C 1.289 -1.489 -3.348 0.0 -0.1 0.1 -0.46
C 2.014 0.473 -2.119 0.1 -0.2 -0.1 0.82
C 2.466 -2.159 -2.985 0.0 0.1 -0.3 0.01
N 0.058 4.716 -1.152 1.3 1.3 -0.2 -0.32
N -0.732 3.268 3.650 -0.7 1.2 0.7 -0.10
N -3.498 1.712 2.271 0.8 0.0 -0.9 -0.08
N 2.250 -4.767 -2.057 0.9 0.9 -1.9 0.09
C -5.251 0.838 3.679 0.1 0.0 -0.1 -1.26
C 1.749 1.866 -1.629 0.1 0.1 0.0 -1.16
C -1.371 4.495 4.130 0.0 -0.3 -0.2 -0.82
C 0.082 -5.876 -1.688 -0.1 -0.1 0.0 -1.34
C 3.041 -5.960 -0.032 -0.2 0.0 -0.1 -1.36
C -1.607 4.684 0.626 -0.2 -0.4 0.1 -0.95
C 0.840 -4.555 -1.676 0.0 -0.4 0.0 -0.30
C 3.280 -4.810 -1.003 -0.1 -0.1 0.1 -0.33
C -2.756 3.857 1.235 0.3 0.2 0.2 -0.99
C -2.337 2.482 1.794 -0.2 0.1 -0.7 -0.12
S 2.728 -3.887 -3.490 0.4 -1.3 -1.1 1.22
H 3.948 0.312 -1.176 -0.1 0.0 -0.1 0.36
H 0.141 0.323 -3.178 0.1 0.0 0.0 0.42
H 4.357 -1.999 -1.948 -0.2 0.1 -0.1 0.49
H 0.542 -1.984 -3.965 0.2 0.0 0.1 0.50
H 0.426 4.320 -1.998 0.2 0.2 0.0 0.29
H 0.416 5.555 -0.737 0.2 0.1 -0.2 0.18
H 0.121 3.003 4.118 0.0 -0.1 -0.2 0.28
H -3.841 1.002 1.645 0.2 0.0 0.0 0.30
H -4.869 -0.181 3.651 -0.1 -0.1 -0.1 0.34
H -5.688 1.036 4.657 0.1 0.0 -0.2 0.34
H -6.007 0.976 2.907 -0.1 -0.2 0.0 0.33
H 1.139 1.829 -0.721 0.0 0.1 -0.1 0.19
H 1.214 2.437 -2.392 0.0 -0.1 0.2 0.28
H 2.686 2.384 -1.401 -0.1 -0.1 0.0 0.30
H -0.934 5.364 3.636 0.0 0.1 0.0 0.27
H -1.205 4.587 5.205 0.0 -0.1 -0.1 0.35
H -2.445 4.490 3.966 0.1 -0.2 0.0 0.26
H 0.140 -6.331 -2.681 0.0 0.1 0.2 0.28
H 0.496 -6.577 -0.960 -0.1 0.0 -0.1 0.32
H -0.971 -5.706 -1.443 0.1 0.0 0.0 0.40
H 3.878 -6.038 0.667 -0.1 0.1 -0.1 0.42
H 2.955 -6.905 -0.579 0.0 0.1 0.1 0.34
H 2.127 -5.797 0.545 0.1 -0.1 0.0 0.29
H -0.825 4.840 1.366 0.2 0.1 0.1 0.39
H -2.003 5.665 0.362 0.1 0.1 0.0 0.51
H 0.337 -3.879 -2.373 0.3 0.0 0.0 0.31
H 0.777 -4.097 -0.684 0.2 0.1 0.0 0.34
H 3.296 -3.863 -0.454 0.0 0.1 0.1 0.30
H 4.271 -4.954 -1.444 -0.4 0.1 -0.3 0.42
H -3.509 3.699 0.461 0.0 -0.2 0.0 0.47
H -3.234 4.443 2.017 0.0 0.1 0.0 0.31
H -2.024 1.930 0.908 0.2 -0.1 0.1 0.43
```
Forces are in eV/Å.

SMILES: CNC(=O)[C@H](CCC(N)=O)NC(C)=O.CCN(CC)S(=O)(=O)c1ccc(C)cc1
Highest occupied orbital energy in eV: -9.107



# 3
Density functional theory data (ωB97M-V with the def2-TZVPD basis set) for one molecule with the formula C15H24N6O2.

Geometry as XYZ:
```
47
Properties=species:S:1:pos:R:3:forces:R:3:mulliken_charge:R:1
O -3.232 -2.520 -1.165 0.5 1.5 1.8 -0.70
N 0.190 -1.701 3.241 2.4 0.5 2.5 -0.56
N 0.113 -0.547 1.245 0.4 0.5 -0.3 -0.29
O 1.544 0.064 2.908 0.4 0.5 -1.2 -0.35
C -2.547 -2.040 -0.221 -2.3 -4.7 -5.0 0.08
C 0.594 -0.796 2.465 1.2 3.6 -2.3 0.07
C -0.873 -2.299 2.898 -3.6 -2.7 1.3 0.06
C -0.956 -1.219 0.921 2.5 -0.3 -1.6 0.37
C -1.593 -2.112 1.785 1.0 2.6 -3.2 0.45
N -1.399 -3.076 3.860 -0.1 -1.2 2.1 -0.46
N -2.610 -2.601 1.022 -2.6 -1.6 1.5 -0.10
N -1.829 0.819 -5.115 -1.2 0.0 -0.4 -0.43
N -1.416 -1.330 -0.438 -0.5 0.6 4.3 0.43
C 4.216 3.328 4.168 -1.2 -1.9 2.2 -1.36
C 2.012 0.997 1.882 3.3 -0.1 -0.6 -0.45
C -2.688 0.873 -3.919 0.4 0.1 -0.5 -0.82
C -0.435 0.744 -4.839 0.4 -4.1 -0.3 -0.78
C -0.654 -1.431 -1.679 -0.3 0.2 0.5 -1.45
C 2.967 2.656 3.626 0.9 0.1 -0.2 -0.33
C 3.322 1.856 2.368 -4.5 0.1 -0.6 -0.81
C -2.378 -0.262 -2.971 -1.2 1.2 -0.4 -0.74
C -0.214 -0.479 -3.851 -0.8 2.0 -1.7 -0.96
C -0.964 -0.219 -2.566 0.2 -2.8 -1.0 0.82
H -0.826 -2.988 4.704 -0.6 -0.9 -0.4 0.26
H -1.872 -3.934 3.627 0.1 0.1 0.3 0.22
H -3.333 -3.326 1.289 1.3 1.6 -0.8 0.28
H -1.922 1.677 -5.626 -0.7 0.3 -0.5 0.24
H 4.080 3.830 5.136 -0.1 0.1 -0.4 0.35
H 4.577 3.947 3.456 1.6 2.3 -2.1 0.41
H 4.910 2.510 4.346 0.4 0.1 0.0 0.31
H 1.341 1.769 1.572 -1.3 0.1 0.3 0.36
H 2.281 0.468 0.903 -0.3 0.3 1.6 0.29
H -3.724 0.712 -4.207 -0.1 0.5 -0.3 0.39
H -2.564 1.851 -3.407 -0.2 -0.3 0.0 0.36
H -0.089 1.641 -4.456 1.2 1.9 1.2 0.46
H 0.123 0.491 -5.770 -0.4 0.4 0.5 0.36
H 0.391 -1.463 -1.430 0.6 0.3 0.5 0.51
H -0.837 -2.468 -2.091 -0.4 1.4 -0.1 0.39
H 2.132 3.323 3.522 -0.3 0.6 -0.5 0.37
H 2.666 2.006 4.400 -0.6 -1.2 0.7 0.30
H 4.124 1.231 2.580 1.6 -1.1 0.1 0.43
H 3.471 2.514 1.485 0.4 -0.3 0.6 0.34
H -3.038 -0.123 -2.156 -0.7 0.0 1.1 0.31
H -2.670 -1.203 -3.408 0.2 -0.4 -0.2 0.29
H 0.778 -0.495 -3.583 2.8 -0.3 0.2 0.49
H -0.462 -1.423 -4.386 -0.2 0.6 0.6 0.37
H -0.708 0.746 -2.126 0.3 -0.2 0.3 0.17
```
Forces are in eV/Å.

SMILES: CCCCOc1nc(N)c2[nH]c(=O)n(CC3CCNCC3)c2n1
Highest occupied orbital energy in eV: -8.066



# 4
Density functional theory data (ωB97M-V with the def2-TZVPD basis set) for one molecule with the formula C6H10N2O2.

Geometry as XYZ:
```
20
Properties=species:S:1:pos:R:3:forces:R:3:mulliken_charge:R:1
O -2.140 1.690 0.928 0.1 0.1 0.2 -0.53
C -1.913 1.374 -0.425 0.0 0.1 -0.4 -0.76
C -1.256 -0.009 -0.605 0.0 0.0 -0.2 0.35
N -0.026 -0.195 0.156 -0.2 -0.3 0.0 -0.34
C 1.073 0.657 -0.246 -0.8 0.6 1.2 -0.34
C 2.407 0.165 0.291 3.0 3.0 -3.1 0.35
N 2.873 -0.989 -0.197 1.8 0.0 0.4 -0.47
C -2.222 -1.067 -0.261 -0.8 -0.7 0.3 -1.10
C -3.062 -1.886 0.034 0.6 0.5 0.0 0.21
H -2.853 1.141 1.269 0.0 -0.1 -0.1 0.33
H -2.844 1.413 -1.014 0.2 0.0 0.1 0.41
H -1.236 2.143 -0.821 -0.1 -0.1 0.2 0.36
H -1.009 -0.111 -1.675 0.0 0.0 0.2 0.31
H -0.223 -0.079 1.147 0.0 0.0 -0.1 0.29
H 1.151 0.650 -1.344 0.2 -0.2 0.4 0.31
H 0.977 1.713 0.058 0.0 -0.2 0.0 0.28
H -3.760 -2.642 0.347 0.3 0.3 -0.2 0.45
O 3.343 0.992 0.446 -2.0 0.1 1.1 -0.67
H 2.281 -1.799 -0.052 1.0 -0.5 -0.5 0.25
H 3.967 -0.679 -0.297 -3.1 -2.5 0.6 0.32
```
Forces are in eV/Å.

SMILES: C#C[C@@H](CO)NCC(N)=O
Highest occupied orbital energy in eV: -9.412



# 5
Density functional theory data (ωB97M-V with the def2-TZVPD basis set) for C3H4N2O2S as an isolated structure.

Geometry as XYZ:
```
12
Properties=species:S:1:pos:R:3:forces:R:3:mulliken_charge:R:1
C 2.942 -1.437 0.123 -0.5 -2.4 -1.3 -0.17
C 0.432 0.931 0.139 0.0 5.0 -2.2 0.56
C -2.965 -1.202 0.303 3.4 0.0 -3.8 -0.27
H 4.014 -1.564 -0.484 -2.9 0.1 2.3 0.26
H 2.222 -2.368 0.583 2.4 2.6 -1.2 0.25
H -3.260 -2.177 -0.272 -0.9 1.6 2.1 0.28
H -3.706 -0.348 1.197 2.8 -2.9 -3.1 0.28
N 2.421 -0.318 -0.153 1.1 1.1 -0.4 -0.40
N -1.735 -1.013 -0.478 -5.3 1.7 5.5 -0.26
O 1.070 -0.205 0.169 0.0 -2.3 1.1 -0.01
O 0.831 2.121 0.032 -1.0 -4.6 1.0 -0.51
S -1.359 0.669 -0.100 0.9 0.2 0.0 0.00
```
Forces are in eV/Å.

Highest occupied orbital energy in eV: -9.243



# 6
Density functional theory data (ωB97M-V with the def2-TZVPD basis set) for C9H13GdO4P as an isolated structure.

Geometry as XYZ:
```
28
Properties=species:S:1:pos:R:3:forces:R:3:mulliken_charge:R:1
Gd -0.094 0.200 -1.282 -1.9 -2.3 -3.0 1.06
O 0.231 3.398 -0.013 -0.7 -5.3 -1.6 -0.01
C 0.087 2.299 -0.353 1.0 8.2 3.0 0.26
C -0.162 -2.134 -0.443 0.1 -6.1 1.0 0.26
O -0.141 -3.257 -0.164 -0.1 4.9 -1.0 -0.04
C 2.121 0.192 -0.531 8.5 0.2 2.2 0.30
O 3.256 0.228 -0.277 -5.8 -0.2 -1.4 -0.02
C -2.350 0.333 -0.334 -6.9 0.8 1.1 0.30
O -3.484 0.446 -0.107 5.5 -0.6 -0.8 -0.04
C 0.065 0.958 -5.439 0.1 2.1 0.6 -0.47
H -0.834 1.577 -5.430 0.2 -0.2 -0.2 0.35
H 1.019 1.487 -5.410 -0.2 -0.1 -0.2 0.35
C 0.002 -0.378 -5.502 -0.1 -2.1 0.4 -0.44
H 0.900 -0.995 -5.522 -0.1 0.2 -0.2 0.34
H -0.952 -0.907 -5.541 0.2 0.2 -0.2 0.35
C -1.306 -1.134 3.147 -0.8 -0.3 -1.3 -1.00
P -0.285 -0.320 1.803 0.9 0.3 2.7 0.48
C -0.018 1.270 2.660 -0.5 0.8 -0.2 -1.34
C 1.341 -0.934 2.382 0.4 -0.8 -0.5 -1.37
H -2.301 -0.693 3.170 -0.1 -0.1 0.0 0.40
H -0.830 -0.990 4.116 0.3 0.2 -0.2 0.45
H -1.395 -2.202 2.949 -0.1 0.0 0.1 0.38
H 0.220 1.004 3.707 -0.1 0.4 -0.5 0.49
H 0.851 1.759 2.196 -0.3 0.1 0.4 0.36
H -0.909 1.922 2.648 0.5 -0.1 0.0 0.37
H 1.380 -0.730 3.471 0.1 -0.1 -0.7 0.44
H 1.449 -2.024 2.233 0.2 0.5 0.0 0.41
H 2.139 -0.376 1.867 -0.1 -0.4 0.5 0.39
```
Forces are in eV/Å.

Expectation value of S²: 16.2092
Spin multiplicity: 8
Highest occupied orbital energy (alpha / beta) in eV: -19.535 / -20.538
Charge: +3



Q: Which relative energy (zero: lowest compared OMol25 entry of this formula, charge and spin) values were calculated for the entries above? A: 182.1 11.5 0.4 90.0 182.0 0.0, in kcal/mol.
Q: Which E values were calculated for the entries above? A: -510.355293 -1736.627955 -1064.946484 -494.500297 -774.636761 -1757.409406, in Eh.